Entry 1:
Density functional theory data (wB97M-V/def2-TZVPD) for C24H28N4O5S in the gas phase.

Output
SMILES = COc1ccc(-n2c(=S)[nH]c3cc(C(=O)NCCCN4CCOCC4)ccc3c2=O)cc1OC
Kohn-Sham gap = 7.776 eV
ΔE to the lowest compared entry with this formula, charge and spin = 2.188 eV
Highest occupied orbital energy = -7.966 eV

Each line ends with the natural charge from an NBO analysis.
Cartesian coordinates (Å):
C1 0.7446 9.3063 -2.1336  -0.24
O1 -0.0843 8.1999 -2.4144  -0.49
C2 0.2963 6.9280 -2.1277  0.26
C3 -0.6030 5.9589 -2.5659  -0.24
C4 -0.3844 4.6109 -2.3696  -0.19
C5 0.7609 4.2166 -1.7058  0.13
N1 1.0193 2.8251 -1.4820  -0.47
C6 2.0871 2.2532 -2.1186  0.28
S1 3.0922 3.0731 -3.1311  -0.18
N2 2.3101 0.9289 -1.8954  -0.58
C7 1.5243 0.1377 -1.0985  0.27
C8 1.7903 -1.2167 -0.9202  -0.23
C9 0.9708 -1.9888 -0.1128  -0.09
C10 1.3419 -3.4357 0.0384  0.66
O2 2.4856 -3.8171 -0.1263  -0.63
N3 0.3174 -4.2633 0.3180  -0.62
C11 0.4901 -5.6718 0.5694  -0.22
C12 0.4418 -6.0101 2.0678  -0.42
C13 -0.6126 -5.1967 2.8293  -0.22
N4 -1.8495 -5.0310 2.0810  -0.47
C14 -2.6089 -6.2666 1.9571  -0.26
C15 -3.8212 -6.0137 1.0603  -0.07
O3 -4.6474 -5.0010 1.5834  -0.52
C16 -3.9212 -3.8085 1.7522  -0.07
C17 -2.7143 -4.0182 2.6678  -0.25
C18 -0.1139 -1.3999 0.5436  -0.18
C19 -0.3771 -0.0578 0.3751  -0.14
C20 0.4300 0.7227 -0.4501  -0.23
C21 0.1442 2.1521 -0.6263  0.68
O4 -0.7650 2.7343 -0.0813  -0.56
C22 1.6657 5.1577 -1.2409  -0.28
C23 1.4622 6.5142 -1.4502  0.29
O5 2.3459 7.4664 -1.0182  -0.52
C24 3.5717 7.0480 -0.4684  -0.25
H1 1.7021 9.2355 -2.6536  0.18
H2 0.9218 9.4190 -1.0625  0.18
H3 0.1938 10.1708 -2.5043  0.19
H4 -1.4856 6.3034 -3.0800  0.23
H5 -1.0924 3.8803 -2.7255  0.22
H6 3.1056 0.5271 -2.3752  0.43
H7 2.6373 -1.6825 -1.4012  0.24
H8 -0.6102 -3.9138 0.5028  0.42
H9 -0.3013 -6.2073 0.0390  0.19
H10 1.4587 -5.9619 0.1567  0.24
H11 1.4108 -5.7961 2.5201  0.22
H12 0.2556 -7.0791 2.1746  0.21
H13 -0.2136 -4.1949 3.0131  0.20
H14 -0.7907 -5.6663 3.8117  0.18
H15 -1.9827 -7.0377 1.5090  0.21
H16 -2.9548 -6.6212 2.9438  0.17
H17 -4.4415 -6.9082 0.9879  0.20
H18 -3.4724 -5.7283 0.0555  0.16
H19 -4.6133 -3.0848 2.1854  0.20
H20 -3.5745 -3.4405 0.7732  0.16
H21 -2.1629 -3.0800 2.7685  0.20
H22 -3.0691 -4.3202 3.6684  0.18
H23 -0.7396 -1.9800 1.2042  0.20
H24 -1.2054 0.4225 0.8732  0.24
H25 2.5435 4.8121 -0.7199  0.23
H26 3.4304 6.5270 0.4842  0.18
H27 4.1240 6.4054 -1.1607  0.18
H28 4.1372 7.9625 -0.2945  0.20



Entry 2:
Density functional theory data (wB97M-V/def2-TZVPD) for C5H13NO in the gas phase at a distorted geometry.

Output
SMILES = C[C@H](O)[C@@H](C)CN
Kohn-Sham gap = 9.518 eV
ΔE to the lowest compared entry with this formula, charge and spin = 2.362 eV
Highest occupied orbital energy = -8.642 eV

Each line ends with the natural charge from an NBO analysis.
Cartesian coordinates (Å):
C1 2.0861 -0.4397 -1.1012  -0.63
C2 1.2233 0.5028 -0.2841  0.11
O1 1.7986 0.6074 0.9976  -0.73
C3 -0.4200 -0.2525 -0.1980  -0.22
C4 -0.4020 -1.3683 0.8156  -0.63
C5 -1.0609 1.0064 0.1749  -0.21
N1 -2.6280 0.4949 -0.1283  -0.92
H1 3.0917 -0.0304 -1.2087  0.21
H2 1.6649 -0.5788 -2.0952  0.21
H3 2.1675 -1.4045 -0.6048  0.21
H4 1.2112 1.4871 -0.7735  0.15
H5 1.3274 1.2812 1.4984  0.47
H6 -0.6385 -0.5661 -1.2158  0.22
H7 0.4229 -2.0528 0.6181  0.22
H8 -1.3391 -1.9211 0.7956  0.22
H9 -0.2540 -0.9951 1.8280  0.21
H10 -0.9782 1.2635 1.2348  0.19
H11 -0.9382 1.8363 -0.5172  0.21
H12 -3.2770 1.2207 -0.4184  0.36
H13 -3.0577 -0.0910 0.5821  0.36



Entry 3:
Density functional theory data (wB97M-V/def2-TZVPD) for 2 unconnected molecules or ions with the total composition C6H15NO at a distorted geometry.

Output
SMILES = CC/C=C/NCC.O
Kohn-Sham gap = 7.991 eV
ΔE to the lowest compared entry with this formula, charge and spin = 4.232 eV
Highest occupied orbital energy = -7.294 eV

Each line ends with the natural charge from an NBO analysis.
Cartesian coordinates (Å):
C1 0.7831 -1.7993 -2.9612  -0.61
C2 -0.6013 -2.1245 -2.5900  -0.43
C3 -1.0492 -1.0629 -1.7720  -0.33
C4 -0.7265 -1.0859 -0.4413  0.04
N1 -0.5510 -0.0078 0.3420  -0.64
C5 0.4951 0.2174 1.4412  -0.21
C6 -0.0725 -0.3117 2.7602  -0.62
H1 1.2524 -2.4820 -3.6780  0.20
H2 1.5314 -1.8418 -2.2431  0.21
H3 1.1041 -0.7676 -3.4414  0.20
H4 -1.2731 -2.4395 -3.4441  0.21
H5 -0.6034 -3.2583 -2.0898  0.20
H6 -1.1472 -0.1194 -2.2501  0.19
H7 -0.7607 -2.0489 0.1106  0.18
H8 -0.9505 0.8091 -0.1428  0.37
H9 0.3035 1.3453 1.3782  0.21
H10 1.5418 -0.1244 1.1717  0.20
H11 -0.8206 -1.0621 2.5691  0.22
H12 0.8117 -0.6930 3.2708  0.20
H13 -0.5484 0.3482 3.3826  0.21
O1 0.1262 6.1307 3.0184  -0.96
H14 0.9396 6.4340 3.5017  0.49
H15 0.2157 5.9443 2.1075  0.48



Entry 4:
Density functional theory data (wB97M-V/def2-TZVPD) for C12H9NS in the gas phase at a distorted geometry.

Output
SMILES = Cc1csc(C#Cc2ccccc2)n1
Kohn-Sham gap = 8.573 eV
ΔE to the lowest compared entry with this formula, charge and spin = 0.000 eV
Highest occupied orbital energy = -8.371 eV

Each line ends with the natural charge from an NBO analysis.
Cartesian coordinates (Å):
C1 -5.1198 1.3653 -0.0360  -0.64
C2 -4.0810 0.2728 -0.0333  0.14
C3 -4.1966 -1.0739 -0.0681  -0.47
S1 -2.7010 -1.8673 -0.0274  0.48
C4 -1.9966 -0.3427 0.1542  -0.04
C5 -0.5305 -0.2743 0.1444  -0.07
C6 0.6843 -0.3807 0.0783  0.11
C7 2.1292 -0.3224 0.0171  -0.14
C8 2.9513 -1.4467 0.0612  -0.19
C9 4.3488 -1.2945 0.0136  -0.20
C10 4.9986 -0.0381 -0.0546  -0.21
C11 4.1908 1.0778 0.0019  -0.21
C12 2.7964 0.9320 -0.0269  -0.18
N1 -2.7730 0.6653 0.1113  -0.41
H1 -6.1282 0.9216 0.0837  0.22
H2 -4.9244 1.9170 0.9445  0.23
H3 -4.9781 2.0120 -0.9032  0.24
H4 -5.1250 -1.5863 -0.2005  0.24
H5 2.5324 -2.4335 0.1051  0.22
H6 5.0274 -2.1229 -0.0327  0.21
H7 6.0687 0.0222 -0.0446  0.22
H8 4.5690 2.1399 -0.0918  0.22
H9 2.2574 1.8575 -0.1962  0.22



no.,LUMO (eV)
1,-0.19
2,0.88
3,0.70
4,0.20